Formula: C59H48HfN7O4P2S
Source: the OMol25 dataset
Level of theory: ωB97M-V/def2-TZVPD

E_HOMO, Eh: -0.54575
Orbital gap, eV: 6.959
Total charge: +3
ΔE to the lowest compared entry with this formula, charge and spin, kcal/mol: 0.0
Lowest unoccupied orbital energy, eV: -7.892
Molecular weight, g mol⁻¹: 1191.6
F_max, eV/Å: 1.1

The geometry in XYZ format:
```
122
C59H48HfN7O4P2S (ωB97M-V/def2-TZVPD)
Hf -0.93 -1.05 -0.30
O 0.99 -0.61 -0.96
S 1.83 0.34 0.00
C 2.67 1.51 -0.97
C 4.03 1.68 -0.77
C 4.76 2.71 -1.37
C 4.09 3.61 -2.14
C 4.60 4.80 -2.91
C 3.32 5.51 -3.42
C 2.19 4.59 -3.02
C 0.85 4.68 -3.25
C 0.03 3.68 -2.73
C 0.47 2.59 -1.98
P -0.94 1.45 -1.63
C -1.28 0.91 -3.36
C -2.28 1.46 -4.16
C -2.43 1.06 -5.48
C -1.57 0.11 -6.02
C -0.55 -0.43 -5.24
C -0.40 -0.03 -3.92
C -2.35 2.50 -1.14
C -2.16 3.63 -0.35
C -3.25 4.31 0.18
C -4.54 3.86 -0.07
C -4.74 2.74 -0.85
C -3.65 2.05 -1.39
C 1.88 2.48 -1.72
C 2.68 3.50 -2.27
C 2.97 -0.78 0.71
C 4.02 -1.28 -0.04
C 4.95 -2.18 0.50
C 4.80 -2.55 1.81
C 5.66 -3.43 2.68
C 4.88 -3.56 4.02
C 3.63 -2.72 3.81
C 2.56 -2.49 4.61
C 1.50 -1.69 4.10
C 1.51 -1.09 2.86
P 0.06 -0.09 2.32
C 0.63 1.61 2.69
C 1.18 1.87 3.94
C 1.66 3.14 4.24
C 1.57 4.16 3.29
C 0.99 3.91 2.06
C 0.53 2.64 1.76
C -1.26 -0.37 3.54
C -1.68 -1.66 3.87
C -2.76 -1.86 4.71
C -3.46 -0.77 5.22
C -3.07 0.51 4.89
C -1.97 0.72 4.05
C 2.67 -1.27 2.03
C 3.66 -2.13 2.53
H 4.56 1.01 -0.11
H 5.83 2.77 -1.20
H 5.22 4.45 -3.74
H 5.22 5.44 -2.29
H 3.34 5.69 -4.49
H 3.19 6.48 -2.94
H 0.42 5.50 -3.82
H -1.03 3.77 -2.94
H -2.94 2.22 -3.77
H -3.20 1.50 -6.09
H -1.69 -0.19 -7.06
H 0.14 -1.14 -5.67
H 0.43 -0.42 -3.35
H -1.16 4.01 -0.17
H -3.09 5.19 0.78
H -5.38 4.40 0.34
H -5.74 2.40 -1.07
H -3.82 1.17 -1.99
H 4.13 -0.98 -1.07
H 5.77 -2.53 -0.11
H 6.64 -2.97 2.82
H 5.84 -4.40 2.21
H 5.46 -3.19 4.86
H 4.62 -4.59 4.25
H 2.48 -2.90 5.61
H 0.65 -1.55 4.75
H 1.24 1.10 4.70
H 2.09 3.34 5.21
H 1.95 5.15 3.52
H 0.90 4.70 1.32
H 0.07 2.46 0.80
H -1.14 -2.52 3.49
H -3.06 -2.87 4.97
H -4.29 -0.93 5.89
H -3.61 1.36 5.29
H -1.67 1.74 3.83
N 1.19 -4.85 0.51
C 1.35 -3.55 0.29
N 0.21 -2.92 0.57
C -0.63 -3.96 0.90
N -0.09 -5.14 0.88
C -2.05 -3.72 1.17
C -2.89 -4.69 1.70
N -4.16 -4.43 1.94
C -4.60 -3.21 1.63
C -3.78 -2.25 1.08
N -2.48 -2.49 0.86
H 1.85 -5.59 0.35
H 2.27 -3.11 -0.05
H -2.51 -5.67 1.92
H -5.64 -2.99 1.83
H -4.16 -1.28 0.81
O -2.51 0.32 0.87
H -2.53 0.61 1.79
H -3.19 0.81 0.37
C -4.16 -1.94 -3.80
N -2.87 -2.52 -3.41
C -2.23 -3.52 -4.14
C -1.02 -3.98 -3.82
C -0.30 -3.43 -2.67
O 0.83 -3.74 -2.35
N -1.03 -2.48 -1.93
C -2.24 -2.05 -2.33
O -2.74 -1.11 -1.59
H -4.44 -2.36 -4.77
H -4.07 -0.86 -3.89
H -4.93 -2.19 -3.07
H -2.80 -3.89 -4.98
H -0.55 -4.75 -4.40
```


Formula: C13H18N2O4
Source: the OMol25 dataset
Level of theory: ωB97M-V/def2-TZVPD

E_HOMO, Eh: -0.36200
Orbital gap, eV: 10.050
SMILES string: C=CC[C@H]1C(=O)NC(=O)N([C@H]2CC[C@@H](O)CC2)C1=O
ΔE to the lowest compared entry with this formula, charge and spin, kcal/mol: 84.9
Lowest unoccupied orbital energy, eV: 0.199
Molecular weight, g mol⁻¹: 266.3
F_max, eV/Å: 4.6

The geometry in XYZ format:
```
37
C13H18N2O4 (ωB97M-V/def2-TZVPD)
C 0.96 -4.24 -3.18
C 0.97 -3.72 -1.88
C 0.66 -2.24 -1.54
C -0.87 -2.05 -1.48
C -1.60 -2.75 -0.39
O -1.91 -3.88 -0.46
N -1.38 -2.34 0.92
C -1.41 -0.94 1.15
O -1.78 -0.52 2.23
N -1.04 -0.04 0.19
C -0.49 1.40 0.34
C 1.07 1.40 0.24
C 1.62 2.72 0.45
C 1.18 3.34 1.72
O 1.67 2.50 2.83
C -0.34 3.51 1.68
C -1.08 2.24 1.44
C -1.14 -0.54 -1.16
O -1.02 0.15 -2.14
H 0.86 -3.71 -4.08
H 0.81 -5.29 -3.39
H 0.78 -4.52 -1.11
H 1.16 -1.78 -0.70
H 1.02 -1.69 -2.45
H -1.25 -2.36 -2.42
H -1.83 -2.86 1.64
H -0.70 1.92 -0.65
H 1.42 1.10 -0.71
H 1.28 0.77 1.15
H 1.35 3.37 -0.41
H 2.70 2.46 0.42
H 1.63 4.34 1.67
H 1.10 1.73 2.80
H -0.44 4.32 0.85
H -0.73 3.91 2.65
H -2.17 2.45 1.33
H -1.05 1.83 2.46
```


Formula: C48H134N10O14
Source: the OMol25 dataset
Level of theory: ωB97M-V/def2-TZVPD

E_HOMO, Eh: -0.30759
Orbital gap, eV: 8.691
ΔE to the lowest compared entry with this formula, charge and spin, kcal/mol: 77.1
Lowest unoccupied orbital energy, eV: 0.321
Molecular weight, g mol⁻¹: 1075.7
F_max, eV/Å: 3.5

The geometry in XYZ format:
```
206
C48H134N10O14 (ωB97M-V/def2-TZVPD)
C -3.05 6.86 1.47
C -4.00 5.90 2.19
C -3.29 5.34 3.44
O -2.11 4.61 3.18
C -2.48 3.39 2.57
N -5.06 6.66 2.81
H -2.16 6.34 0.99
H -2.61 7.48 2.23
H -3.56 7.55 0.73
H -4.27 5.12 1.49
H -4.04 4.66 3.98
H -3.07 6.19 4.07
H -3.29 2.90 3.07
H -1.65 2.72 2.62
H -2.69 3.42 1.50
H -5.62 7.12 1.99
H -5.69 5.97 3.19
C -2.38 4.32 -2.87
C -2.99 3.24 -1.96
C -4.52 3.33 -1.85
O -4.94 4.54 -1.28
C -6.36 4.72 -1.30
N -2.48 1.93 -2.33
H -2.57 4.07 -3.94
H -1.33 4.22 -2.63
H -2.62 5.36 -2.61
H -2.59 3.39 -0.94
H -4.87 2.52 -1.16
H -5.01 3.27 -2.83
H -6.79 3.89 -0.65
H -6.76 4.78 -2.31
H -6.53 5.74 -0.98
H -2.65 1.39 -1.50
H -3.03 1.59 -3.09
C -3.74 -1.63 -1.72
C -3.81 -2.10 -3.17
C -3.37 -1.04 -4.18
O -4.31 0.06 -4.23
C -5.47 -0.31 -4.92
N -2.97 -3.31 -3.33
H -4.28 -0.70 -1.47
H -2.75 -1.58 -1.35
H -4.16 -2.45 -1.07
H -4.83 -2.39 -3.38
H -3.36 -1.52 -5.18
H -2.42 -0.58 -3.90
H -5.95 -1.13 -4.37
H -5.25 -0.72 -5.98
H -6.05 0.62 -4.94
H -2.01 -3.08 -3.16
H -2.99 -3.67 -4.30
C 6.51 1.93 -1.03
C 5.45 1.06 -0.34
C 5.82 0.82 1.08
O 6.98 -0.02 1.16
C 7.13 -0.79 2.35
N 4.10 1.62 -0.55
H 7.53 1.48 -0.72
H 6.47 2.96 -0.71
H 6.42 1.96 -2.13
H 5.48 0.02 -0.82
H 5.04 0.33 1.65
H 5.99 1.72 1.65
H 6.23 -1.25 2.70
H 7.57 -0.21 3.16
H 7.86 -1.55 2.12
H 3.32 1.10 -0.06
H 4.09 2.62 -0.43
C 4.41 -2.60 0.08
C 3.67 -3.29 1.17
C 2.55 -4.20 0.70
O 1.59 -3.29 0.06
C 0.32 -3.81 -0.29
N 4.68 -3.97 2.05
H 5.24 -2.07 0.47
H 3.76 -2.01 -0.58
H 4.86 -3.45 -0.53
H 3.18 -2.52 1.79
H 2.09 -4.77 1.51
H 2.96 -4.98 0.03
H -0.26 -2.99 -0.65
H -0.20 -4.26 0.57
H 0.38 -4.57 -1.11
H 5.08 -4.80 1.61
H 4.17 -4.32 2.90
C 2.41 6.39 2.43
C 2.21 4.96 2.06
C 2.07 4.11 3.27
O 1.95 2.79 2.75
C 1.60 1.85 3.73
N 1.08 4.88 1.10
H 2.89 6.93 1.58
H 3.12 6.47 3.30
H 1.42 6.88 2.66
H 3.06 4.65 1.51
H 1.19 4.38 3.90
H 2.92 4.20 3.92
H 2.46 1.53 4.34
H 1.22 0.94 3.20
H 0.76 2.16 4.38
H 0.24 5.20 1.62
H 0.89 3.93 0.90
C 0.44 -3.31 6.33
C 0.53 -2.30 5.21
C 1.43 -2.80 4.10
O 2.76 -3.16 4.58
C 3.62 -2.08 4.80
N -0.72 -1.92 4.48
H -0.20 -2.90 7.02
H 1.31 -3.69 6.87
H -0.09 -4.18 5.95
H 0.85 -1.29 5.54
H 1.54 -2.00 3.35
H 0.97 -3.71 3.59
H 3.67 -1.42 3.91
H 4.57 -2.48 5.06
H 3.29 -1.48 5.64
H -1.43 -1.60 5.13
H -1.02 -2.75 4.05
C 3.73 2.05 -4.96
C 4.40 0.72 -5.30
C 5.82 1.03 -5.84
O 6.36 -0.17 -6.37
C 7.58 0.17 -6.97
N 4.32 -0.16 -4.19
H 3.55 2.84 -5.74
H 4.22 2.46 -4.10
H 2.73 1.82 -4.69
H 3.86 0.29 -6.16
H 6.46 1.48 -5.03
H 5.74 1.74 -6.68
H 7.42 0.90 -7.72
H 8.09 -0.77 -7.24
H 8.25 0.60 -6.22
H 4.89 -0.98 -4.19
H 4.40 0.35 -3.31
C 0.64 0.15 -1.49
C 0.62 0.30 0.00
C -0.62 -0.14 0.84
O -1.72 0.83 0.61
C -2.90 0.47 1.35
N 1.80 -0.41 0.59
H -0.02 0.87 -1.94
H 0.48 -0.84 -1.93
H 1.64 0.37 -1.84
H 0.67 1.43 0.11
H -0.21 -0.11 1.86
H -0.99 -1.16 0.64
H -2.64 0.44 2.43
H -3.33 -0.55 1.15
H -3.66 1.24 1.14
H 1.72 -1.37 0.27
H 1.82 -0.39 1.58
C -1.03 -8.48 -2.84
C -0.66 -7.06 -2.79
C -0.21 -6.54 -4.10
O 0.09 -5.13 -4.00
C 1.15 -4.65 -4.87
N -1.72 -6.25 -2.17
H -1.48 -8.83 -1.91
H -0.16 -9.08 -3.00
H -1.73 -8.73 -3.68
H 0.22 -7.03 -2.13
H -0.96 -6.65 -4.85
H 0.75 -7.06 -4.41
H 0.96 -3.65 -5.20
H 1.35 -5.28 -5.78
H 2.06 -4.46 -4.24
H -2.50 -6.12 -2.82
H -1.31 -5.31 -2.12
C -1.00 1.10 6.11
C -2.48 0.83 6.49
O -3.15 0.42 5.28
H -0.90 2.08 5.57
H -0.72 0.36 5.42
H -0.33 1.13 6.96
H -2.82 1.85 6.67
H -2.71 0.22 7.38
H -3.98 0.08 5.52
C 1.75 3.71 -2.69
C 1.73 5.17 -2.54
O 2.71 5.66 -1.62
H 1.54 3.19 -1.74
H 2.76 3.34 -2.92
H 1.01 3.39 -3.46
H 0.73 5.57 -2.24
H 2.04 5.54 -3.51
H 2.30 5.54 -0.73
C -6.47 -3.12 0.95
C -7.20 -2.45 -0.20
O -7.91 -1.28 0.21
H -5.80 -4.00 0.59
H -7.24 -3.48 1.58
H -5.79 -2.42 1.41
H -7.90 -3.14 -0.75
H -6.53 -2.11 -1.00
H -8.83 -1.47 0.39
C -2.92 -3.60 1.89
C -2.67 -5.05 1.43
O -1.56 -5.62 2.13
H -3.43 -2.99 1.13
H -1.95 -3.13 2.06
H -3.53 -3.46 2.74
H -2.38 -4.97 0.42
H -3.54 -5.68 1.58
H -1.49 -6.54 1.95
```